{
  "formula": "C4H6ClFOS",
  "method": "ωB97M-V/def2-TZVPD",
  "de_lowest_ev": 0.511,
  "smiles": "C[C@]1(S)[C@@H](O)[C@]1(F)Cl",
  "homo_lumo_gap_ev": 10.073,
  "energy_ha": -1189.4580,
  "elements": ["C", "C", "S", "C", "O", "C", "F", "Cl", "H", "H", "H", "H", "H", "H"],
  "xyz": [[-0.2346, 1.9696, 0.7420], [-0.4807, 0.5646, 0.2440], [-1.9612, 0.3501, -0.7727], [-0.0658, -0.6365, 1.1150], [-0.8215, -1.7769, 1.2237], [0.6463, -0.3294, -0.1644], [0.4220, -1.1843, -1.1873], [2.2978, 0.2649, -0.2116], [-0.0961, 2.6518, -0.0860], [-1.0472, 2.3170, 1.3821], [0.6622, 2.0006, 1.3717], [-2.8143, 0.7051, 0.1854], [0.4451, -0.3946, 2.0234], [-1.2510, -1.9212, 0.3601]],
  "mulliken_charge": [-1.411, 0.514, -0.190, -0.594, -0.540, 0.673, -0.259, -0.173, 0.334, 0.406, 0.334, 0.148, 0.392, 0.366]
}